# 1
Formula: C13H10LiN2O10
Source: the Open Molecules 2025 dataset
Level of theory: wB97M-V/def2-TZVPD

Calculated values
Frontier orbital gap in eV: 3.93
Total charge: -3
LUMO in eV: 5.7

Geometry as XYZ:
```
36
Properties=species:S:1:pos:R:3:forces:R:3:lowdin_charge:R:1
Li 9.43857 5.32171 -19.36697 0.2794 -0.0621 1.1418 0.667
C 7.29075 8.58954 -18.28306 1.6944 -0.9149 -0.3570 -0.026
C 7.01724 9.65121 -19.10770 -3.3086 1.6403 -0.0132 -0.396
C 7.73668 9.79684 -20.47357 -0.0735 3.8974 -0.7967 -0.418
O 7.52894 10.78526 -21.23269 -1.7009 0.0488 0.6480 -0.088
C 8.81883 9.07368 -20.85455 2.4721 -4.5836 2.9735 -0.039
C 9.23545 8.00410 -19.94604 -3.1017 1.9046 -1.7294 -0.305
C 8.37475 7.70687 -18.59791 -0.4301 2.7112 -1.1937 -0.381
O 8.76401 6.78582 -17.93115 0.6891 -1.7225 0.6081 -0.005
O 10.05688 7.13519 -20.26026 1.2960 -1.4556 0.2017 -0.126
O 6.05592 10.46795 -18.81547 1.9442 -0.8423 -0.9325 -0.129
H 6.76388 8.52243 -17.34268 -0.0066 -0.2345 0.0375 0.096
H 9.37483 9.28373 -21.75629 -0.0744 0.0061 -0.0792 0.085
C 8.39935 2.37677 -18.12015 0.7067 0.5554 -1.1981 -0.069
C 7.92510 1.16440 -17.75677 -2.3014 -2.9693 -2.7663 -0.343
C 8.25952 0.57273 -16.34534 0.2641 -2.0214 1.1745 -0.428
O 8.12049 -0.64232 -15.98025 -0.9870 -0.2166 -1.8899 -0.154
C 8.83478 1.35848 -15.37649 0.6193 3.9456 -1.6573 -0.049
C 9.22030 2.74687 -15.76188 -0.2101 -2.4502 -0.4962 -0.358
C 9.10740 3.18839 -17.31139 -0.9870 -1.2411 3.9132 -0.422
O 9.43525 4.31515 -17.56581 1.8769 2.8081 -1.3175 -0.042
O 9.69202 3.57034 -15.01400 0.6996 1.1118 1.3025 -0.021
O 7.23562 0.54844 -18.69245 1.0644 0.0006 2.7596 -0.159
H 8.32023 2.79278 -19.11367 -0.5572 -0.4988 -0.3911 0.089
H 9.10152 0.89685 -14.43726 0.0057 0.2543 0.1658 0.071
C 12.32971 4.75221 -21.05638 -1.9355 2.4755 -0.3300 -0.763
O 11.41096 4.26000 -20.45961 -0.8270 -2.3479 1.1883 0.056
N 13.32352 4.14848 -21.68484 2.1667 -2.9228 -0.9370 0.141
N 12.28451 6.05918 -21.27246 1.5993 1.5343 -0.6503 0.156
H 14.07083 4.62025 -22.17378 -0.4584 -0.1747 0.2536 0.091
H 13.21412 3.14764 -21.76504 0.4108 0.1991 -0.0007 0.106
H 12.92866 6.44022 -21.95067 -0.4987 0.4063 0.3144 0.090
H 11.47393 6.53339 -20.90073 -0.4206 0.8965 0.0459 0.040
O 8.09723 4.75000 -20.76847 -0.0097 0.2203 -0.0749 -0.063
H 8.35946 5.32079 -21.49074 0.1199 0.4468 -0.2020 0.043
H 7.78565 3.95151 -21.19457 -0.0203 -0.4045 0.2844 0.053
```
Forces are in eV/Å.

# 2
Formula: C2H4N2
Source: the Open Molecules 2025 dataset
Level of theory: wB97M-V/def2-TZVPD

Calculated values
Frontier orbital gap in eV: 10.29
LUMO in eV: 0.2

Geometry as XYZ:
```
8
Properties=species:S:1:pos:R:3:forces:R:3:lowdin_charge:R:1
C -1.50766 -0.06122 0.12131 -0.5931 -0.4191 0.9529 -0.434
C 1.09484 -0.01645 0.20225 -4.3308 3.7542 0.1594 0.163
N -2.26792 -0.64036 0.78442 0.5704 0.5367 -0.6837 0.110
N -0.57002 0.65247 -0.53264 2.6772 -0.1350 4.1979 0.048
H 0.68348 -0.55119 0.98512 -0.3662 -1.1968 1.4770 0.031
H 1.38497 -0.49761 -0.61534 1.5077 -2.2879 -3.0529 0.005
H 1.66422 0.84016 0.45768 0.2863 0.7049 0.1961 0.050
H -0.48191 0.27420 -1.40280 0.2484 -0.9570 -3.2468 0.026
```
Forces are in eV/Å.

# 3
Formula: C4H9NO
Source: the Open Molecules 2025 dataset
Level of theory: wB97M-V/def2-TZVPD

Calculated values
Frontier orbital gap in eV: 10.70
SMILES: C[C@H]1N[C@H]1CO
LUMO in eV: 1.0

Geometry as XYZ:
```
15
Properties=species:S:1:pos:R:3:forces:R:3:lowdin_charge:R:1
C -1.56804 0.62256 0.36294 0.0094 -0.0138 0.0451 -0.052
C -0.81832 -0.14812 -0.69229 -0.2476 -0.1052 0.0420 -0.324
N 0.37809 0.46591 -1.27252 0.0131 0.0979 -0.2746 0.042
C 0.51647 -0.74464 -0.46024 0.0327 -0.1484 0.1155 -0.256
C 1.26565 -0.54597 0.85362 -0.0385 -0.3158 -0.0069 -0.234
O 1.44234 0.81349 1.16499 0.1078 0.1383 -0.1569 -0.082
H -1.99762 -0.06482 1.10003 -0.0014 0.0958 -0.0929 0.081
H -0.88967 1.30119 0.88357 -0.1489 -0.0851 -0.0306 0.072
H -2.38346 1.19887 -0.08557 0.1144 -0.0546 0.0688 0.075
H -1.44577 -0.70127 -1.39263 0.0776 0.1016 0.1035 0.134
H 0.43214 0.28957 -2.26892 0.1576 -0.0537 0.0877 0.100
H 0.72869 -1.68619 -0.96735 -0.0199 0.1902 0.0589 0.137
H 2.23641 -1.06339 0.79740 -0.1263 0.1047 -0.0278 0.111
H 0.69609 -1.01237 1.66838 0.0917 0.0522 -0.0875 0.120
H 1.40702 1.27519 0.30860 -0.0216 -0.0042 0.1558 0.074
```
Forces are in eV/Å.

# 4
Formula: C3H5F2NO
Source: the Open Molecules 2025 dataset
Level of theory: wB97M-V/def2-TZVPD

Calculated values
Frontier orbital gap in eV: 9.82
SMILES: CC(ON)=C(F)F
LUMO in eV: 1.0

Geometry as XYZ:
```
12
Properties=species:S:1:pos:R:3:forces:R:3:lowdin_charge:R:1
C -0.02935 -1.43152 0.40496 -2.4951 0.5786 1.3706 -0.008
C -0.74622 -0.20533 0.06744 0.0828 1.8638 -1.1377 -0.203
O 0.23257 0.91939 -0.04911 -3.0156 -1.3203 0.3273 -0.125
N -0.43654 2.20245 0.21486 0.7561 -0.5293 0.1388 0.041
C -2.06625 -0.10244 -0.12382 1.7126 1.8653 -0.5031 -0.322
F -2.60873 1.09928 -0.39463 -0.6168 -0.9330 -0.0461 0.085
F -2.94908 -1.07308 -0.21054 0.0093 -0.1438 0.3083 0.142
H -0.64102 -2.31468 0.46986 -0.0740 -0.3210 -0.4945 0.099
H 0.23816 -1.18317 1.38168 0.8242 -0.1948 2.1346 0.077
H 0.84939 -1.47644 -0.08814 2.6768 -0.7167 -2.0912 0.054
H 0.35866 2.77060 0.48107 0.1528 0.0363 0.1453 0.080
H -0.71892 2.56242 -0.69271 -0.0131 -0.1852 -0.1522 0.079
```
Forces are in eV/Å.

# 5
Formula: C30H33As2N9O3SV
Source: the Open Molecules 2025 dataset
Level of theory: wB97M-V/def2-TZVPD

Calculated values
Frontier orbital gap (alpha / beta) in eV: 6.38 / 6.29
LUMO (alpha / beta) in eV: -0.7 / -0.9
Spin multiplicity: 4
⟨S²⟩: 3.769

Geometry as XYZ:
```
79
Properties=species:S:1:pos:R:3:forces:R:3:lowdin_charge:R:1
V -0.67450 0.01156 0.61000 1.5686 -0.8647 -1.8578 0.635
N 3.19950 -2.70606 -0.49998 -0.1149 -0.2007 -0.1281 0.044
C 2.47329 -1.83743 0.27065 -0.1581 0.2491 0.4461 -1.013
S 3.16357 -0.33108 0.62682 -0.0709 0.3192 -0.0882 0.508
N 1.35122 -2.36479 0.72694 -0.0177 -0.9188 -0.5888 -0.044
N 0.34588 -1.64120 1.22583 0.9984 -1.1384 0.8597 -0.094
C -0.31513 -2.26146 2.15783 0.2572 -0.1401 -0.2181 -0.064
C -1.37876 -1.55281 2.79380 -0.6240 0.3579 0.3385 -0.246
C -2.12724 -2.07502 3.85101 0.2454 -0.1188 -0.2133 -0.001
C -3.08816 -1.29457 4.45147 -0.0191 0.0723 -0.0348 -0.047
C -3.27052 0.00675 3.99596 -0.0471 -0.0507 0.0810 -0.041
C -2.51610 0.44619 2.93076 -0.0888 -0.0561 0.1013 -0.094
N -1.60067 -0.30842 2.31810 -1.2226 -0.5273 1.5737 -0.010
H 4.19098 -2.54986 -0.51702 0.0499 0.0555 -0.0453 0.066
H 2.88492 -3.66472 -0.48971 0.0112 0.0219 0.0295 0.089
H -0.03958 -3.26357 2.46508 0.0832 0.0244 -0.0232 0.131
H -1.94106 -3.09647 4.15441 -0.0251 0.0227 0.0859 0.119
H -3.69140 -1.68557 5.25971 0.0101 -0.0039 0.0099 0.112
H -4.00623 0.66102 4.44103 0.0120 0.0116 -0.0077 0.108
H -2.66890 1.44536 2.54815 -0.0236 -0.0121 -0.0744 0.111
N 1.29921 2.73804 3.09035 0.0093 -0.1381 -0.0429 0.049
C 1.32610 1.48425 2.61458 0.1554 0.1550 0.1938 -0.139
N 0.34905 1.34975 1.75192 0.4788 1.0856 0.3883 0.008
C -0.25920 2.57466 1.73906 0.5025 -0.1587 0.4518 -0.337
N 0.30037 3.44802 2.54464 -0.2894 0.2339 -0.1857 0.146
C -1.40616 2.74344 0.87271 -0.3265 0.1133 -0.4014 -0.247
C -2.13532 3.91709 0.75848 0.0919 -0.0265 0.1411 -0.076
N -3.16515 4.03375 -0.06861 -0.0543 -0.1610 -0.1313 0.103
C -3.44624 2.95687 -0.80354 -0.0438 0.3579 0.1178 -0.082
C -2.73394 1.77669 -0.70954 0.0618 -0.2239 -0.0132 -0.060
N -1.70765 1.63513 0.14367 -1.4233 2.1953 -0.0388 -0.024
H 1.92421 3.17659 3.74308 0.0396 -0.0182 0.0469 0.161
H 2.05242 0.73911 2.88792 0.0286 -0.0772 -0.0920 0.088
H -1.87288 4.77785 1.36217 0.0364 -0.0227 0.0052 0.125
H -4.28002 3.03989 -1.48868 0.0228 -0.0651 -0.0390 0.118
H -2.98734 0.92922 -1.32965 0.0617 -0.0645 0.0372 0.117
C 1.83370 -1.47097 -3.73544 0.0197 0.0236 0.1533 -0.286
As 0.49853 -1.13793 -2.30521 0.3718 -0.3178 -0.5657 1.179
C -0.38157 -2.86825 -2.60687 -0.1961 0.1103 0.0250 -0.275
C -0.50877 0.15820 -3.38565 -0.0659 0.1364 0.0265 -0.425
C -1.24344 -0.17939 -4.51818 0.0969 0.0044 -0.0870 -0.137
C -1.96711 0.77350 -5.21822 0.0076 -0.0076 -0.0318 -0.080
C -1.94961 2.09410 -4.79578 0.0121 0.0067 -0.0004 -0.081
C -1.17090 2.45583 -3.70643 -0.0112 0.0905 0.0684 -0.120
C -0.44021 1.50503 -2.99716 -0.0544 -0.0620 -0.1061 -0.427
As 0.75442 1.98635 -1.51300 0.4274 0.3079 -0.4797 1.155
C 2.40377 2.00014 -2.59025 0.0163 -0.1198 0.2290 -0.292
C 0.59651 3.95853 -1.55994 -0.0660 -0.0278 -0.0141 -0.297
H 1.31310 -1.77077 -4.64605 -0.0155 -0.0116 0.0274 0.025
H 2.49129 -2.27338 -3.40913 0.0403 -0.0445 0.0375 0.010
H 2.43715 -0.59272 -3.95098 -0.0470 0.0185 0.0158 0.003
H -0.98234 -2.87408 -3.51625 0.0499 -0.0238 -0.0182 0.016
H -1.02113 -3.11591 -1.76442 0.0072 0.0468 0.0121 0.015
H 0.40179 -3.62001 -2.69824 0.0583 0.0596 0.0110 0.025
H -1.26041 -1.20880 -4.86008 -0.0297 -0.0047 0.0140 0.097
H -2.54461 0.48789 -6.08875 -0.0016 -0.0135 0.0111 0.105
H -2.52534 2.84413 -5.32376 0.0135 0.0042 -0.0015 0.103
H -1.14234 3.49643 -3.40399 0.0052 -0.0097 -0.0324 0.086
H 2.20739 2.45333 -3.56144 -0.0236 -0.0016 0.0228 0.035
H 2.78225 0.99038 -2.71532 0.0238 -0.0083 0.0634 -0.014
H 3.15587 2.57687 -2.05227 -0.0051 0.0039 0.0072 0.027
H 0.89615 4.34307 -2.53519 -0.0418 -0.0285 -0.0171 0.028
H 1.28471 4.35592 -0.81207 -0.0112 -0.0488 0.0235 0.026
H -0.40293 4.32090 -1.32557 -0.0463 -0.0436 0.0024 0.006
O -5.57399 -2.85726 0.00025 -0.1885 -0.1176 -0.0445 0.066
C -5.11903 -2.63999 -1.24053 0.0437 0.0666 -0.0441 -0.265
C -5.86642 -3.11122 -2.32120 -0.0561 -0.0451 -0.0148 -0.013
C -5.45132 -2.86849 -3.61588 0.0180 0.0155 0.0196 -0.082
C -4.28368 -2.15216 -3.86495 0.0393 0.0447 -0.0668 -0.086
C -3.52988 -1.70682 -2.79757 -0.0792 -0.0546 -0.0111 -0.044
C -3.91768 -1.95009 -1.48545 0.0395 0.0705 0.0178 -0.064
C -3.09900 -1.44515 -0.34527 0.0956 -0.1813 -0.1006 -0.524
O -3.63121 -1.43319 0.78150 0.3225 0.1308 0.0843 0.037
O -1.89464 -1.05363 -0.59652 -0.9602 -0.2102 -0.0325 -0.194
H -4.96481 -2.35217 0.59580 0.0649 0.0234 0.0115 0.067
H -6.78198 -3.65150 -2.11892 0.0100 0.0016 0.0258 0.115
H -6.04915 -3.22765 -4.44436 -0.0134 -0.0193 0.0131 0.102
H -3.97094 -1.94216 -4.88006 -0.0069 -0.0065 -0.0043 0.094
H -2.62310 -1.14650 -2.95868 -0.0398 -0.0454 0.0666 0.066
```
Forces are in eV/Å.

# 6
Formula: C3H8N2O
Source: the Open Molecules 2025 dataset
Level of theory: wB97M-V/def2-TZVPD

Calculated values
Frontier orbital gap in eV: 10.29
SMILES: CNC(=O)CN
LUMO in eV: 0.8

Geometry as XYZ:
```
14
Properties=species:S:1:pos:R:3:forces:R:3:lowdin_charge:R:1
C -0.82865 1.56569 1.37633 0.6957 1.7512 0.5320 -0.112
N -0.46218 0.58716 0.39986 1.2127 -0.5282 -0.7143 -0.033
C 0.76807 -0.10302 0.45936 -1.1789 -1.1735 1.2265 -0.444
O 1.58824 -0.07906 1.38999 -1.5461 0.6296 -1.9140 0.029
C 0.67832 -1.28909 -0.52082 -0.2100 0.1436 -2.2383 -0.160
N -0.05472 -0.91707 -1.81961 0.5082 -1.3359 0.2165 -0.040
H -0.21915 1.54222 2.32044 -0.6134 -0.5255 -1.0102 0.099
H -0.60642 2.55784 0.93405 -0.3241 -0.1124 0.4407 0.083
H -1.90156 1.53102 1.59784 0.2740 -0.1620 0.0589 0.079
H -0.98871 0.65172 -0.50909 1.1880 -0.6777 1.3711 0.139
H 0.03371 -2.01950 -0.03677 -0.1072 0.0915 0.2307 0.111
H 1.57449 -1.86187 -0.81544 0.2301 0.8491 0.7993 0.111
H 0.53937 -0.34990 -2.42574 0.0955 -0.0089 0.3977 0.061
H -0.12082 -1.81614 -2.35042 -0.2244 1.0591 0.6035 0.077
```
Forces are in eV/Å.

# 7
Formula: C4H8N2O2
Source: the Open Molecules 2025 dataset
Level of theory: wB97M-V/def2-TZVPD

Calculated values
Frontier orbital gap (alpha / beta) in eV: 8.75 / 8.75
SMILES: C=C/C=N\N.O=CO
LUMO (alpha / beta) in eV: 0.3 / 0.3

Geometry as XYZ:
```
16
Properties=species:S:1:pos:R:3:forces:R:3:lowdin_charge:R:1
C -1.77174 -0.34754 0.13362 -1.5046 2.2733 -0.7977 -0.018
C -1.34447 0.23437 -1.02377 -0.9813 -0.7632 1.3783 -0.144
C 0.01824 0.57218 -1.30867 1.9788 0.7386 1.1078 -0.212
N 0.91881 1.06270 -0.50355 -0.5240 0.3114 -1.7502 -0.057
N 0.58338 1.78241 0.57469 -0.3547 -0.0491 0.5331 0.026
H -1.40525 -0.12572 1.12436 0.9945 -0.6071 -0.0830 0.048
H -2.83007 -0.56969 0.22536 -0.0346 -0.3376 -0.3678 0.054
H -2.02762 0.35198 -1.85477 -0.1437 -0.5587 -0.1104 0.095
H 0.41613 0.23998 -2.26105 0.0275 -0.1448 0.0161 0.104
H -0.34644 1.66663 0.96427 0.1467 -0.0235 -0.0636 0.082
H 1.32120 1.80187 1.26241 -0.0934 -0.0604 -0.0941 0.090
O 1.59682 -0.68687 1.70123 0.1658 -0.3248 -0.1862 0.047
C 1.06957 -1.36495 0.86647 -3.0045 -0.4717 0.4317 -0.458
O 1.55692 -1.72840 -0.30919 0.6177 -0.0820 -0.2995 0.062
H -0.09257 -1.71418 0.92015 2.8412 0.3278 0.0628 0.152
H 2.33709 -1.17477 -0.51158 -0.1313 -0.2281 0.2228 0.129
```
Forces are in eV/Å.

# 8
Formula: C4H5NO2S
Source: the Open Molecules 2025 dataset
Level of theory: wB97M-V/def2-TZVPD

Calculated values
Frontier orbital gap in eV: 9.53
LUMO in eV: -0.4

Geometry as XYZ:
```
13
Properties=species:S:1:pos:R:3:forces:R:3:lowdin_charge:R:1
C 0.02835 1.82487 0.14935 -0.0771 0.2119 0.0307 -0.028
C -1.24660 1.53526 -0.04295 0.3357 -0.3821 -0.1839 -0.186
C 0.93907 0.65311 0.06243 -0.0890 0.0267 0.0169 -0.510
C 0.72318 -1.78846 -0.25908 -0.0350 -0.4380 0.0782 -0.064
N 0.18271 -0.45123 -0.23166 -0.5411 -0.0466 -0.3137 -0.306
O 2.13481 0.64533 0.21307 0.1042 0.1115 0.0447 0.104
O -2.19279 -0.80896 0.91152 1.8414 1.6419 -3.8418 -0.526
S -1.49794 -0.21804 -0.39666 -1.3745 -1.3022 4.2744 1.033
H 0.44307 2.78994 0.38730 -0.0369 0.1406 0.0248 0.121
H -2.10085 2.18691 -0.00411 -0.1515 -0.0003 -0.0113 0.088
H 0.38818 -2.34337 0.62207 0.0625 0.0097 -0.1175 0.094
H 0.38752 -2.30591 -1.15911 0.0977 -0.0292 0.0375 0.088
H 1.81131 -1.71945 -0.25216 -0.1363 0.0561 -0.0390 0.093
```
Forces are in eV/Å.